1.
ORCA calculation (ωB97M-V/def2-TZVPD) on C44H46N6O9RuS3 as an isolated structure in a non-equilibrium geometry.

Structure (XYZ):
```
109
Properties=species:S:1:pos:R:3:forces:R:3
Ru -0.020215 0.524946 -0.184688 -0.5 0.0 1.8
S -2.325079 0.685423 0.178803 -0.2 0.3 -0.4
C -2.580508 -0.124433 1.635369 -0.1 -0.2 0.2
N -3.619539 0.145600 2.409869 0.3 0.1 -0.5
C -3.850734 -0.563556 3.661942 0.0 -0.1 0.1
C -3.417195 -1.996620 3.511542 -0.2 0.1 0.1
N -2.039752 -2.028197 3.043142 0.4 0.1 -0.5
C -1.261935 -3.208233 3.446262 0.1 0.0 0.1
C -1.881930 -4.478037 2.921176 0.0 0.0 0.1
C -1.858445 -4.763658 1.559546 0.0 0.0 -0.1
C -2.461353 -5.914155 1.078828 0.0 0.0 0.0
C -3.086633 -6.791376 1.955268 0.0 0.0 -0.1
C -3.106046 -6.517531 3.312313 0.0 0.0 0.0
C -2.507046 -5.361203 3.792613 0.0 0.0 0.0
C -1.634293 -1.223446 2.060655 -0.2 0.0 0.0
S -0.192017 -1.400953 1.229590 0.1 0.0 0.1
C -4.623862 1.162537 2.073886 0.1 0.1 0.1
C -5.915015 0.521744 1.628376 0.0 0.1 0.0
C -5.914128 -0.489793 0.673292 0.0 0.0 0.0
C -7.108842 -1.051856 0.254435 0.0 0.0 0.0
C -8.312174 -0.603157 0.781606 0.0 0.0 0.0
C -8.318487 0.405609 1.730703 0.0 0.0 0.0
C -7.121466 0.963741 2.156130 0.0 0.0 0.0
H -4.916440 -0.508997 3.880216 0.0 0.0 0.0
H -3.298969 -0.056222 4.459516 0.0 -0.1 0.0
H -4.057865 -2.536159 2.807058 0.0 0.0 0.0
H -3.462136 -2.514466 4.468419 0.0 0.0 0.0
H -1.251006 -3.213395 4.538498 0.0 0.0 0.0
H -0.239716 -3.069299 3.098808 -0.1 -0.1 0.0
H -1.360403 -4.090140 0.872159 0.0 0.0 0.0
H -2.434603 -6.133665 0.020694 0.0 0.0 0.0
H -3.554866 -7.689635 1.577009 0.0 0.0 0.0
H -3.583197 -7.203293 3.998452 0.0 0.0 0.0
H -2.516647 -5.152027 4.855809 0.0 0.0 0.0
H -4.206656 1.824377 1.313428 -0.1 -0.1 0.0
H -4.784698 1.748263 2.982553 0.0 0.0 0.0
H -4.982575 -0.834816 0.239796 0.0 0.0 0.0
H -7.103133 -1.833505 -0.492466 0.0 0.0 0.0
H -9.244034 -1.040007 0.449991 0.0 0.0 0.0
H -9.253681 0.758274 2.142312 0.0 0.0 0.0
H -7.128385 1.750206 2.901199 0.0 0.0 0.0
O 1.701324 0.247177 -3.625843 -0.2 0.0 0.0
C 0.734168 0.551559 -2.959038 -0.1 0.4 -0.5
O 0.391596 -0.169051 -1.908885 0.0 -1.1 -0.6
C -0.155517 1.699534 -3.327885 -0.1 0.0 0.3
C -0.392550 1.935903 -4.662932 0.0 0.1 0.2
C -1.257125 2.963931 -5.017611 -0.1 0.1 0.1
C -1.896321 3.737053 -4.069764 0.2 -0.3 0.0
C -1.655161 3.495994 -2.722535 -0.1 0.2 -0.4
C -0.741453 2.502164 -2.292986 0.3 -0.4 -0.4
O -0.394463 2.337750 -1.062206 0.4 0.3 -0.1
N -2.415250 4.321862 -1.784873 0.0 -0.2 0.2
O -2.338698 4.055634 -0.595288 0.0 0.1 0.1
O -3.115553 5.203275 -2.236382 0.0 0.1 0.0
N -1.515823 3.229307 -6.435276 0.1 -0.1 0.0
O -0.981034 2.493603 -7.241568 0.0 0.1 0.0
O -2.242630 4.161207 -6.710295 0.0 0.0 0.0
H 0.091668 1.331939 -5.416213 0.0 0.0 0.0
H -2.580284 4.516801 -4.365819 0.0 0.0 0.0
C 2.686889 2.746361 0.233136 0.0 -0.1 0.0
N 1.592735 3.547120 0.733848 -0.2 0.3 0.1
C 1.538489 4.903986 0.200288 -0.1 -0.1 -0.1
C 0.559091 2.999588 1.394060 0.3 -0.5 -0.3
O 0.394600 1.726456 1.432842 -0.4 0.6 0.5
N -0.262929 3.833948 2.059151 0.1 0.1 0.3
C 0.267231 4.947172 2.840211 0.0 0.1 0.0
C -1.548891 3.368810 2.527427 -0.1 -0.1 0.0
H 3.627516 3.254572 0.453027 0.0 0.0 0.0
H 2.598880 2.621563 -0.851739 0.0 0.0 0.0
H 2.666990 1.773924 0.710315 0.1 0.0 0.1
H 1.894563 4.869528 -0.830070 0.0 0.0 0.0
H 2.170369 5.596272 0.758660 0.0 0.0 0.0
H 0.512031 5.262585 0.199461 0.0 0.0 0.0
H 1.330820 5.071466 2.675631 0.0 0.0 0.0
H 0.112160 4.733904 3.900903 0.0 0.0 0.0
H -0.244534 5.878030 2.595095 0.0 0.0 0.0
H -1.986694 2.717120 1.784686 0.0 -0.1 -0.1
H -2.206019 4.230073 2.643365 0.0 0.0 0.0
H -1.458355 2.860277 3.494818 0.0 0.0 -0.1
O 2.011823 -0.249117 0.223416 0.1 0.3 -0.1
S 3.106715 -0.423587 -0.840003 0.1 0.0 -0.2
C 4.572667 -0.722088 0.176632 0.0 0.0 0.1
C 5.851574 -0.407306 -0.547720 0.1 -0.1 0.0
C 6.887067 -1.334795 -0.547349 -0.1 0.1 0.0
C 8.077218 -1.054112 -1.197348 0.0 0.0 0.0
C 8.241596 0.153671 -1.856359 0.0 0.0 0.0
C 7.210904 1.083238 -1.861166 0.1 0.0 0.0
C 6.022503 0.804279 -1.208859 0.0 0.0 0.0
C 2.854042 -2.076170 -1.517258 0.0 -0.1 0.0
C 4.065607 -2.521772 -2.281101 0.0 0.0 0.0
C 4.733809 -3.685173 -1.919384 0.0 0.0 0.0
C 5.871016 -4.080232 -2.607981 0.0 0.0 0.0
C 6.348960 -3.305008 -3.652621 0.0 0.0 0.0
C 5.682348 -2.143402 -4.017715 0.0 0.0 0.0
C 4.539089 -1.752805 -3.341721 0.0 0.0 0.0
H 4.558225 -1.753946 0.528877 -0.1 0.0 0.0
H 4.420559 -0.066678 1.036593 0.0 0.0 0.0
H 6.755034 -2.285852 -0.049237 0.0 0.0 0.0
H 8.873994 -1.784738 -1.194821 0.0 0.0 0.0
H 9.168814 0.371207 -2.367861 0.0 0.0 0.0
H 7.332178 2.024559 -2.378491 0.0 0.0 0.0
H 5.216492 1.528169 -1.241361 0.0 0.0 0.0
H 1.969022 -1.982552 -2.143915 0.0 0.1 0.0
H 2.633645 -2.715420 -0.659916 0.0 0.0 0.0
H 4.361872 -4.286908 -1.098140 0.0 0.0 0.0
H 6.383685 -4.989488 -2.325589 0.0 0.0 0.0
H 7.238300 -3.609095 -4.187821 0.0 0.0 0.0
H 6.052312 -1.540481 -4.835504 0.0 0.0 0.0
H 4.012799 -0.851680 -3.630101 -0.1 0.0 0.0
```
Positions in Å, forces in eV/Å.

The spin multiplicity is 2. As for the orbital gap (alpha / beta): 6.226 / 6.020 eV. As for the charge: +1. Its relative energy (zero: lowest compared OMol25 entry of this formula, charge and spin) is 0.042 eV. The calculation puts the calculated total energy at -3999.09911 Eh.

Here are the Mulliken charges for atoms 1 to 6, given in e: 1.06, -0.13, 0.19, 0.41, -0.90, -0.62

=====

2.
ORCA calculation (ωB97M-V/def2-TZVPD) on C44H47BBrCoGe2IN9O4 as an isolated structure.

Structure (XYZ):
```
110
Properties=species:S:1:pos:R:3:forces:R:3
Co -0.710238 0.908736 0.847634 0.1 -0.4 -0.5
C -2.965192 1.641200 3.397928 0.0 0.0 0.0
C -1.975809 0.531952 3.531291 0.1 0.0 -0.1
C -1.912305 -0.375618 4.592384 0.0 0.0 0.0
C -0.860345 -1.210125 4.299751 0.0 0.0 0.0
N -0.321206 -0.819309 3.137597 0.0 0.0 -0.1
N -0.997095 0.254063 2.657907 -0.2 -0.1 0.0
B 0.738794 -1.510012 2.250000 -0.1 0.1 0.1
N -0.026529 -2.207537 1.041387 0.1 -0.1 -0.1
C -0.994908 -3.077436 1.351254 -0.1 0.1 0.0
C -1.941418 -3.121640 0.352541 0.0 0.0 0.1
C -1.504122 -2.204501 -0.585656 0.0 0.2 0.1
C -2.190051 -1.800954 -1.836607 0.0 0.0 0.0
N -0.332815 -1.644608 -0.191508 0.0 0.1 -0.1
N 1.693184 -0.426505 1.758816 -0.1 0.0 -0.2
C 2.990358 -0.300173 2.059748 0.1 0.0 -0.1
C 3.466164 0.842618 1.464642 0.0 0.0 0.0
C 2.370295 1.397518 0.802921 -0.2 -0.1 -0.1
C 2.380610 2.626939 -0.037034 0.0 0.0 0.0
N 1.284718 0.626078 0.986725 0.0 0.1 0.3
N 1.430761 -2.581447 3.063366 0.1 0.1 0.0
C 1.776942 -3.863909 2.775550 -0.1 -0.1 0.0
C 2.514297 -4.350494 3.819122 0.0 0.0 0.0
C 2.591785 -3.274656 4.734757 0.0 0.0 0.0
C 3.283064 -3.231409 6.056909 0.0 0.0 0.0
N 1.940180 -2.223138 4.275839 0.1 0.0 0.0
H -2.788983 2.396651 4.164990 0.0 0.0 0.0
H -2.923175 2.122731 2.428135 0.0 0.0 0.0
H -3.971654 1.247668 3.543937 0.0 0.0 0.0
H -2.547184 -0.401014 5.460164 0.0 0.0 0.0
H -0.442972 -2.036495 4.847403 0.0 0.0 0.0
H -0.984930 -3.565003 2.313064 0.0 0.0 0.0
H -2.836605 -3.716243 0.315652 0.0 0.0 0.0
H -2.215341 -2.617565 -2.558571 0.0 0.0 0.0
H -3.213082 -1.511255 -1.602383 -0.1 0.0 0.0
H -1.692009 -0.944060 -2.282702 0.0 0.0 0.0
H 3.481169 -1.031122 2.677285 0.0 0.0 0.0
H 4.470081 1.227005 1.493949 0.0 0.0 0.0
H 3.130761 2.522397 -0.822347 0.0 0.0 0.0
H 1.411975 2.798934 -0.491077 0.0 0.0 -0.1
H 2.646828 3.499431 0.559561 0.0 0.0 0.0
H 1.453460 -4.357810 1.875059 0.0 0.0 0.0
H 2.930917 -5.337464 3.921700 0.0 0.0 0.0
H 3.110084 -4.149555 6.617210 0.0 0.0 0.0
H 4.361063 -3.120790 5.930513 0.0 0.0 0.0
H 2.920806 -2.388204 6.641135 0.0 0.0 0.0
O -0.576229 1.684176 -0.951541 0.1 0.2 0.2
C -1.491287 2.363674 -1.456469 0.0 -0.2 -0.1
C -2.874991 2.283989 -1.158001 0.1 0.1 0.1
C -3.766540 3.042759 -1.941957 0.0 0.0 0.0
C -5.105943 2.914676 -1.737530 0.0 0.0 0.0
C -5.618052 2.047649 -0.752708 0.0 0.0 0.0
C -4.771700 1.312684 0.024879 0.0 0.0 0.0
C -3.360081 1.404605 -0.141148 0.0 -0.2 -0.2
O -2.588561 0.699222 0.597105 0.0 0.2 0.1
N -6.035110 3.687954 -2.567117 0.0 0.0 0.1
O -7.221333 3.507688 -2.388500 0.0 0.0 0.0
O -5.555427 4.459121 -3.374159 0.0 0.0 0.0
H -1.204756 3.084399 -2.234396 0.0 -0.1 -0.1
H -3.401480 3.712249 -2.710390 0.0 0.0 0.0
H -6.689877 1.987324 -0.625475 0.0 0.0 0.0
H -5.146371 0.651365 0.794353 0.0 0.0 0.0
C 1.680365 1.948560 -3.542524 0.0 0.0 0.1
Ge 1.007223 0.125947 -3.670701 -0.1 -0.2 -0.1
C 2.311023 -0.803883 -4.819367 0.0 0.0 0.0
C -0.717606 0.178639 -4.613319 0.0 0.1 0.0
Ge 1.043135 -1.509665 -1.790355 -0.1 -0.2 0.2
C 2.826270 -1.688433 -1.045901 0.0 0.2 0.0
C 3.842046 -0.923127 -1.619450 0.0 0.1 0.1
C 5.166134 -1.100796 -1.242100 0.0 0.0 0.0
C 5.490385 -2.042359 -0.277768 0.0 0.0 0.0
C 4.489222 -2.803865 0.307332 0.0 0.0 0.0
C 3.170521 -2.624319 -0.077979 0.1 -0.1 -0.1
C 0.537120 -3.246879 -2.548952 0.1 0.0 -0.1
C 0.641828 -4.402153 -1.772007 0.0 0.0 0.0
C 0.330570 -5.646109 -2.297568 0.0 0.0 0.0
C -0.085208 -5.758848 -3.617267 0.0 0.0 0.0
C -0.193851 -4.623578 -4.403990 0.0 0.0 0.0
C 0.112786 -3.378070 -3.869766 0.0 0.0 0.0
H 1.557548 2.352635 -4.549964 0.0 0.0 0.0
H 2.741925 1.956475 -3.303833 0.0 0.0 0.0
H 1.152359 2.584590 -2.841746 -0.1 0.0 0.1
H 2.079402 -0.551043 -5.855852 0.0 0.0 0.0
H 2.293910 -1.887033 -4.720667 0.0 0.0 0.0
H 3.319009 -0.452269 -4.606115 0.0 0.0 0.0
H -0.893465 1.201695 -4.949709 0.0 0.0 0.0
H -1.576995 -0.132491 -4.027208 0.0 0.0 0.0
H -0.662591 -0.456892 -5.496766 0.0 0.0 0.0
H 3.608602 -0.170312 -2.362566 0.0 0.0 0.0
H 5.942943 -0.502790 -1.700397 0.0 0.0 0.0
H 6.521376 -2.179668 0.020567 0.0 0.0 0.0
H 4.731865 -3.536214 1.067254 0.0 0.0 0.0
H 2.402276 -3.224019 0.377631 0.0 -0.1 0.1
H 0.966523 -4.339820 -0.739770 0.0 0.0 0.0
H 0.417353 -6.530288 -1.679392 0.0 0.0 0.0
H -0.322689 -6.730438 -4.029377 0.0 0.0 0.0
H -0.520192 -4.704352 -5.432597 0.0 0.0 0.0
H 0.004901 -2.505831 -4.501247 0.0 0.0 0.0
Br 0.692487 6.408287 3.889865 0.0 0.0 0.0
C -0.611512 6.475636 2.530161 0.0 0.1 0.0
C -1.194132 7.704387 2.243484 0.0 0.0 0.0
C -2.157987 7.805990 1.255002 0.0 0.0 0.0
C -2.549998 6.680140 0.546143 0.0 0.0 0.0
C -1.970094 5.453798 0.826984 0.0 0.0 0.0
C -0.998894 5.349907 1.816129 -0.1 0.0 -0.1
I -0.164828 3.475395 2.195883 0.1 0.2 0.2
H -0.886367 8.576559 2.802755 0.0 0.0 0.0
H -2.604555 8.767667 1.043406 0.0 0.0 0.0
H -3.308741 6.752189 -0.221504 0.0 0.0 0.0
H -2.283994 4.569642 0.288240 0.0 0.0 0.0
```
Positions in Å, forces in eV/Å.

The spin multiplicity is 2. As for the orbital gap (alpha / beta): 8.021 / 8.038 eV. As for the charge: +1. Its relative energy (zero: lowest compared OMol25 entry of this formula, charge and spin) is 0.000 eV. The calculation puts the calculated total energy at -10931.70537 Eh.

Here are the Mulliken charges for atoms 1 to 6, given in e: -0.13, -1.28, 0.94, -1.95, 0.25, 0.61